# 1
Molecular formula: C8H6N2O
Method: DFT, ωB97M-V/def2-TZVPD

Computed properties:
Charge ... 0
HOMO-LUMO gap ... 9.13 eV
Energy above the lowest of the compared OMol25 structures with the same formula, charge and spin ... 4.050 eV
E_tot ... -493.0751 a.u.

Positions of all 17 atoms, in Å:
C  0.190  -1.429  0.419
C  -0.158  -0.357  2.589
C  0.172  -0.090  -0.252
C  -0.901  0.837  -0.191
C  -1.194  1.845  -1.161
C  -0.353  1.749  -2.333
C  0.909  0.889  -2.409
C  1.230  0.139  -1.171
H  -0.148  -2.557  2.319
H  -1.473  0.928  0.779
H  -1.901  2.586  -1.165
H  -0.296  2.397  -3.170
H  1.807  1.260  -3.039
H  2.179  -0.366  -0.786
N  -0.385  -1.630  1.763
N  -0.350  0.651  3.128
O  0.702  -2.362  -0.265

These are the Löwdin partial charges, in e, on atoms 1 to 8:
1 C -0.3691
2 C -0.2237
3 C -0.2085
4 C -0.0340
5 C -0.0455
6 C -0.0403
7 C -0.0224
8 C -0.0260

---

# 2
Molecular formula: C8H6N2O
Method: DFT, ωB97M-V/def2-TZVPD

Computed properties:
Charge ... 0
HOMO-LUMO gap (alpha / beta) ... 8.12 / 8.12 eV
Energy above the lowest of the compared OMol25 structures with the same formula, charge and spin ... 4.269 eV
E_tot ... -493.0670 a.u.

Positions of all 17 atoms, in Å:
C  0.255  -2.673  1.023
C  -0.779  0.628  -1.675
C  -0.122  0.563  -0.454
C  -2.023  -0.008  -1.605
C  -0.480  -0.144  0.682
C  -2.054  -0.108  0.714
C  0.291  -0.251  1.948
C  0.787  -1.343  0.888
N  -0.113  -3.714  1.337
N  -2.594  -0.406  -0.489
O  -2.712  0.258  1.662
H  -0.278  1.124  -2.475
H  0.963  0.701  -0.578
H  -2.561  -0.193  -2.563
H  1.016  0.468  2.346
H  -0.234  -0.794  2.750
H  1.798  -1.331  0.308

These are the Löwdin partial charges, in e, on atoms 1 to 8:
1 C -0.2318
2 C -0.0368
3 C -0.0511
4 C -0.1205
5 C -0.2447
6 C -0.4303
7 C -0.0165
8 C -0.0724

---

# 3
Molecular formula: C8H6N2O2
Method: DFT, ωB97M-V/def2-TZVPD

Computed properties:
Charge ... 0
HOMO-LUMO gap (alpha / beta) ... 8.59 / 8.51 eV
Energy above the lowest of the compared OMol25 structures with the same formula, charge and spin ... 5.694 eV
E_tot ... -568.2731 a.u.

Positions of all 18 atoms, in Å:
C  1.203  -1.533  -0.519
C  1.219  -1.825  0.883
C  0.937  -0.299  -0.907
C  0.761  -1.038  1.818
C  0.851  0.768  0.085
C  0.106  0.254  1.315
C  -3.540  0.421  -1.326
C  0.117  2.090  -0.514
N  -0.786  2.702  0.040
N  -0.823  0.546  1.990
O  -4.428  1.076  -1.047
O  -2.789  -0.365  -1.673
H  1.557  -2.231  -1.290
H  1.515  -2.813  1.032
H  0.728  0.004  -1.890
H  0.840  -1.304  2.802
H  1.845  1.062  0.519
H  0.688  2.482  -1.317

These are the Löwdin partial charges, in e, on atoms 1 to 8:
1 C -0.0782
2 C -0.1027
3 C -0.0856
4 C -0.0137
5 C -0.2027
6 C -0.4148
7 C -0.4555
8 C -0.2269

---

# 4
Molecular formula: C8H6N2O2S
Method: DFT, ωB97M-V/def2-TZVPD

Computed properties:
Charge ... 0
HOMO-LUMO gap ... 7.93 eV
Energy above the lowest of the compared OMol25 structures with the same formula, charge and spin ... 1.217 eV
E_tot ... -966.5767 a.u.

Positions of all 19 atoms, in Å:
O  2.618  -1.956  0.798
C  2.436  -0.972  0.131
O  3.064  0.268  0.326
C  1.365  -1.056  -1.043
C  0.027  -0.486  -0.411
C  -0.852  -1.369  0.313
C  -2.114  -0.813  0.955
C  -2.430  0.591  0.834
C  -1.483  1.473  0.076
N  -1.578  2.842  -0.137
S  -0.250  3.320  -1.028
N  0.604  1.889  -1.253
C  -0.211  0.996  -0.596
H  2.610  0.639  1.113
H  1.695  -0.415  -1.914
H  1.255  -2.100  -1.427
H  -0.636  -2.464  0.420
H  -2.796  -1.471  1.540
H  -3.322  1.084  1.303

These are the Löwdin partial charges, in e, on atoms 1 to 8:
1 O 0.1135
2 C -0.4581
3 O 0.0484
4 C -0.0525
5 C -0.1367
6 C -0.0076
7 C -0.0528
8 C -0.0216

---

# 5
Molecular formula: C8H6N2O3S
Method: DFT, ωB97M-V/def2-TZVPD

Computed properties:
Charge ... 0
HOMO-LUMO gap (alpha / beta) ... 8.20 / 8.20 eV
Energy above the lowest of the compared OMol25 structures with the same formula, charge and spin ... 6.362 eV
E_tot ... -1041.5322 a.u.

Positions of all 20 atoms, in Å:
C  -2.524  0.034  -0.284
C  -2.021  -1.043  0.635
C  -1.854  1.026  -0.851
C  -0.503  1.452  -0.789
C  0.415  -1.824  0.014
C  0.861  0.266  1.181
C  -0.854  -1.566  0.369
C  0.357  0.999  0.098
N  1.339  -1.033  0.746
N  1.713  1.274  0.377
O  2.386  2.262  0.694
O  3.847  -0.481  0.043
O  2.122  -0.779  -1.687
S  2.519  -0.410  -0.389
H  -3.616  -0.169  -0.334
H  -2.720  -1.350  1.427
H  -2.553  1.578  -1.376
H  -0.308  2.191  -1.537
H  0.676  -2.634  -0.614
H  0.716  0.207  2.277

These are the Löwdin partial charges, in e, on atoms 1 to 8:
1 C -0.0690
2 C -0.0772
3 C -0.0969
4 C 0.0359
5 C -0.1141
6 C -0.1494
7 C 0.0095
8 C -0.1720

---

# 6
Molecular formula: C8H6N2O5
Method: DFT, ωB97M-V/def2-TZVPD

Computed properties:
Charge ... 0
HOMO-LUMO gap (alpha / beta) ... 8.09 / 8.09 eV
Energy above the lowest of the compared OMol25 structures with the same formula, charge and spin ... 6.173 eV
E_tot ... -793.8648 a.u.

Positions of all 21 atoms, in Å:
C  -1.528  -0.726  -2.081
C  -1.103  -1.842  -1.407
C  -0.563  0.295  -2.414
C  0.233  -1.837  -1.065
C  0.689  0.322  -1.839
C  1.113  -0.732  -1.001
C  2.306  -0.780  -0.033
C  -0.722  1.437  2.430
N  0.131  2.238  2.265
N  -1.914  1.211  3.283
O  3.113  -1.558  0.205
O  1.023  2.554  1.556
O  -2.424  0.136  3.259
O  -2.290  2.278  3.877
O  2.225  0.289  0.840
H  -2.525  -0.571  -2.301
H  -1.775  -2.603  -1.022
H  -0.907  1.084  -2.975
H  0.519  -2.808  -0.549
H  1.195  1.245  -2.000
H  3.204  0.367  0.971

These are the Löwdin partial charges, in e, on atoms 1 to 8:
1 C -0.0541
2 C -0.0888
3 C -0.0547
4 C -0.0455
5 C -0.0334
6 C -0.0944
7 C -0.4951
8 C 0.1177